[1]
One molecule with the formula C22H17ClF3N5O at a distorted geometry, computed with ωB97M-V/def2-TZVPD.

Computed properties:
HOMO level, eV: -8.15
HOMO-LUMO gap, eV: 8.798
SMILES string: NC1=N[C@H](c2cccc(Oc3cccc(C(F)(F)F)c3)c2)N(c2cccc(Cl)c2)C(N)=N1

```
! wB97M-V def2-TZVPD RIJCOSX def2/J DEFGRID3
* xyz 0 1
F 0.6948 -4.2183 -3.6545
F -0.0970 -3.5675 -1.6855
F 1.9294 -4.2760 -1.7674
Cl 1.9211 -3.5625 2.6813
N 0.2680 3.0578 2.0282
N -1.0215 2.4142 3.9024
O 0.2818 1.1537 -3.5075
C -0.2543 3.2422 3.1884
C -1.1292 1.2613 3.3950
C -1.5700 -2.5648 0.9444
C 3.3056 -0.8957 -3.8178
C -2.4565 2.3495 -1.3112
C -0.4758 -3.3402 1.3929
C 2.4154 0.1727 -3.9061
C -1.7438 1.9251 -2.4300
C -1.5997 -1.1689 1.2028
C 0.5239 -1.3319 2.2967
C 2.8714 -2.1371 -3.3264
C 0.6718 -1.1657 -2.8851
C -1.8195 2.3691 -0.0715
C 0.1899 1.4423 -1.0790
C 0.5762 -2.6855 2.0300
C 1.1095 0.0557 -3.4011
C -0.4161 1.4864 -2.3574
C -0.5859 -0.5635 1.9451
C 1.5378 -2.2843 -2.8705
C -0.5194 1.8729 0.0637
N 0.0655 4.4150 3.7380
N -1.8842 0.4840 4.1965
N -0.6228 0.8093 2.2121
C 0.9760 -3.6401 -2.4778
C 0.1509 1.7220 1.4080
H -2.4102 -3.0251 0.4223
H 4.3149 -0.7863 -4.1693
H -3.4919 2.6237 -1.3535
H -0.4784 -4.4206 1.1947
H 2.6888 1.1388 -4.3171
H -2.1928 1.9904 -3.3983
H -2.3915 -0.5299 0.8640
H 1.3346 -0.8582 2.8289
H 3.5496 -2.9704 -3.2567
H -0.3560 -1.2033 -2.5782
H -2.3461 2.7289 0.8313
H 1.1993 1.0549 -0.9627
H 0.0700 4.4035 4.7608
H 0.8156 4.9046 3.2492
H -2.3428 -0.2509 3.7078
H -2.4182 1.0225 4.8660
H 1.1616 1.3463 1.2344
*
```

[2]
A 7-piece molecular cluster, C25H36N8O overall at a distorted geometry, computed with ωB97M-V/def2-TZVPD.

Computed properties:
HOMO level, eV: -7.83
HOMO-LUMO gap, eV: 7.983
SMILES string: c1cc[nH]c1.c1cc[nH]c1.c1cc[nH]c1.c1cc[nH]c1.c1cc[nH]c1.NC(N)=O.CCCC#N

```
! wB97M-V def2-TZVPD RIJCOSX def2/J DEFGRID3
* xyz 0 1
C -9.8463 -4.0992 11.3792
O -9.9794 -3.8358 10.1785
N -10.3927 -5.1182 11.9251
N -9.0905 -3.3872 12.1590
H -10.1574 -5.3621 12.8766
H -10.9999 -5.7113 11.3776
H -8.5324 -2.6058 11.8459
H -9.1868 -3.6160 13.1380
C -14.2593 -9.5846 8.2688
C -15.4964 -9.1696 9.1346
C -16.7430 -10.1181 8.8736
C -16.6133 -11.5556 8.9177
N -16.5017 -12.7009 8.9536
H -14.6055 -9.6682 7.2387
H -13.6501 -10.4330 8.5806
H -13.5757 -8.7369 8.3160
H -15.7799 -8.1863 8.7594
H -15.3584 -8.8669 10.1726
H -17.0772 -10.1253 7.8361
H -17.5273 -9.8049 9.5627
N -13.9659 -19.7335 10.2966
C -15.2326 -20.3067 10.1246
C -15.3715 -21.4500 10.9313
C -14.1656 -21.4621 11.6509
C -13.2662 -20.3516 11.2816
H -13.4693 -19.0368 9.7599
H -15.8123 -19.9197 9.2997
H -16.1089 -22.2365 10.9957
H -13.8488 -22.2549 12.3123
H -12.2357 -20.1647 11.5452
N -16.3261 -7.5961 16.6628
C -15.6785 -6.7437 17.5627
C -16.1618 -5.4838 17.3654
C -17.1796 -5.5496 16.4103
C -17.3049 -6.8674 16.0100
H -16.1920 -8.5777 16.4664
H -14.9492 -7.1658 18.2382
H -15.6914 -4.6262 17.8233
H -17.8041 -4.7426 16.0564
H -17.9065 -7.4481 15.3264
N -6.4341 -10.3848 12.4592
C -7.0555 -11.5531 12.7042
C -6.2702 -12.4001 13.3502
C -4.9646 -11.7899 13.3368
C -5.1019 -10.4901 12.8539
H -6.8283 -9.6103 11.9445
H -8.1218 -11.5984 12.5393
H -6.3804 -13.3477 13.8564
H -4.1131 -12.3006 13.7618
H -4.3684 -9.7430 12.5889
N -4.0047 -6.6434 6.8997
C -4.8296 -7.7175 6.5772
C -4.0721 -8.8352 6.8298
C -2.7534 -8.4085 7.1671
C -2.7289 -7.0302 7.2678
H -4.2931 -5.6780 6.9696
H -5.8509 -7.5320 6.2790
H -4.6018 -9.7707 6.7267
H -1.9297 -9.0621 7.4136
H -1.9977 -6.2868 7.5491
N -14.0381 -14.6665 1.1612
C -13.1743 -14.7737 0.1132
C -11.9082 -14.8267 0.6440
C -12.0336 -14.6594 1.9983
C -13.3110 -14.4107 2.3558
H -15.0376 -14.5262 1.1987
H -13.5367 -14.9500 -0.8888
H -11.0798 -14.9000 -0.0451
H -11.2192 -14.5488 2.6989
H -13.7595 -14.1846 3.3120
*
```

no.,E (a.u.)
1,-1957.3978
2,-1487.3666